{
  "formula": "C30H66N6O30",
  "method": "ωB97M-V/def2-TZVPD",
  "symbols": ["C", "N", "O", "O", "H", "H", "H", "C", "N", "O", "O", "H", "H", "H", "C", "N", "O", "O", "H", "H", "H", "C", "N", "O", "O", "H", "H", "H", "C", "N", "O", "O", "H", "H", "H", "C", "N", "O", "O", "H", "H", "H", "C", "C", "O", "C", "O", "O", "C", "H", "H", "H", "H", "H", "H", "H", "H", "C", "C", "O", "C", "O", "O", "C", "H", "H", "H", "H", "H", "H", "H", "H", "C", "C", "O", "C", "O", "O", "C", "H", "H", "H", "H", "H", "H", "H", "H", "C", "C", "O", "C", "O", "O", "C", "H", "H", "H", "H", "H", "H", "H", "H", "C", "C", "O", "C", "O", "O", "C", "H", "H", "H", "H", "H", "H", "H", "H", "C", "C", "O", "C", "O", "O", "C", "H", "H", "H", "H", "H", "H", "H", "H"],
  "positions_angstrom": [[4.25719, 2.07216, 0.58980], [2.90721, 2.17034, -0.01248], [2.71729, 1.88308, -1.23409], [2.04407, 2.45206, 0.76123], [4.90712, 2.65777, -0.16321], [4.53861, 1.04652, 0.51211], [4.17782, 2.42269, 1.63672], [-3.45074, 5.26716, -0.49787], [-2.36502, 5.41720, -1.50486], [-2.61726, 4.93700, -2.62180], [-1.29328, 5.84169, -1.16355], [-4.27213, 5.90603, -0.76886], [-3.05888, 5.70724, 0.40341], [-3.58429, 4.16428, -0.41852], [-3.33923, 0.58435, 1.51547], [-3.23227, 2.01887, 0.97561], [-2.31357, 2.70291, 1.21498], [-4.21318, 2.37023, 0.36236], [-4.32244, 0.40358, 1.81968], [-2.70943, 0.59549, 2.38766], [-2.98105, -0.05290, 0.70293], [1.30602, 4.40966, -1.94854], [2.80929, 4.74470, -2.12573], [3.15176, 4.97479, -3.26379], [3.52565, 4.75275, -1.19298], [1.21762, 4.45947, -0.88647], [1.11941, 3.42868, -2.37097], [0.71749, 5.12162, -2.51443], [-4.35066, 1.60371, -3.46440], [-3.66756, 0.36875, -3.20994], [-2.81555, 0.44403, -2.33420], [-3.85283, -0.61671, -3.92915], [-4.40852, 2.08881, -2.49025], [-5.31666, 1.49390, -4.00152], [-3.65735, 2.20863, -4.02170], [0.01124, -0.23074, -0.57005], [0.96346, -1.27823, -0.20361], [1.44192, -2.05211, -1.01526], [1.17579, -1.34524, 1.00057], [-0.65418, -0.50647, -1.31880], [0.55049, 0.70778, -0.81340], [-0.65663, -0.09588, 0.25466], [4.23137, 2.94274, 6.20940], [3.66168, 2.24368, 5.04225], [3.58339, 0.80397, 5.24801], [3.52931, 0.10765, 4.12690], [3.58684, 0.47522, 2.99436], [3.29372, -1.16226, 4.53008], [3.23211, -2.17323, 3.58256], [3.50933, 3.53460, 6.76576], [5.11942, 3.44072, 6.01373], [4.45821, 2.19873, 7.03902], [4.29500, 2.37772, 4.21924], [2.70993, 2.53457, 4.82953], [3.25827, -3.10535, 4.11867], [4.06795, -2.05990, 2.86510], [2.32183, -2.18299, 3.03946], [-4.72445, 5.37985, -5.54032], [-3.82365, 4.74165, -6.50530], [-4.40949, 3.46172, -6.82584], [-3.54586, 2.52261, -7.32234], [-2.51426, 2.73871, -7.78594], [-4.12225, 1.34886, -7.13516], [-3.41668, 0.25680, -7.80962], [-4.71022, 4.92724, -4.60506], [-5.73100, 5.27220, -5.90603], [-4.44840, 6.43708, -5.35112], [-2.83916, 4.71104, -6.07357], [-3.73577, 5.29440, -7.46760], [-3.69229, 0.31716, -8.83576], [-3.77395, -0.69775, -7.38056], [-2.31427, 0.46032, -7.74227], [-1.71145, -3.01841, -2.39744], [-1.41107, -3.89000, -1.15468], [-1.30344, -2.90278, -0.04188], [-1.37709, -3.48692, 1.16411], [-1.62186, -4.68839, 1.38522], [-1.13667, -2.55656, 2.07817], [-1.16461, -3.03865, 3.44044], [-2.48426, -2.27481, -2.01463], [-2.18605, -3.54364, -3.23941], [-0.79630, -2.55750, -2.76081], [-0.46032, -4.48877, -1.17933], [-2.30382, -4.47026, -0.88685], [-0.18387, -3.44559, 3.73565], [-1.97425, -3.79054, 3.45161], [-1.46346, -2.24282, 4.08525], [0.11856, -8.64211, 5.07938], [-0.62657, -7.50985, 4.31806], [-0.06658, -7.42624, 2.97116], [0.63345, -6.32384, 2.66749], [0.83063, -5.32991, 3.38221], [1.10349, -6.49763, 1.43853], [1.72124, -5.37269, 0.87972], [-0.12470, -9.58391, 4.50359], [-0.23796, -8.73836, 6.09777], [1.19752, -8.49138, 5.04575], [-0.53853, -6.51656, 4.86908], [-1.72404, -7.79513, 4.28917], [2.75048, -5.52785, 1.08721], [1.33045, -4.54883, 1.38753], [1.46593, -5.36241, -0.14048], [3.64896, -1.52317, -3.10682], [3.31625, -1.02309, -4.52333], [4.16762, 0.18284, -4.86285], [3.55089, 1.02978, -5.71758], [2.40395, 0.98915, -6.04827], [4.51198, 1.86533, -6.11123], [4.01191, 3.01945, -6.76936], [3.24596, -2.52133, -2.89670], [3.29602, -0.87494, -2.35111], [4.74387, -1.56082, -2.99234], [2.33450, -0.70273, -4.66251], [3.42796, -1.82973, -5.19152], [3.54759, 3.68205, -6.07591], [3.27833, 2.78892, -7.54060], [4.82776, 3.47690, -7.31466], [-0.43613, -1.78870, 7.73956], [-1.46526, -1.11360, 6.86865], [-0.94242, -0.34615, 5.80962], [-0.29768, 0.82151, 6.04311], [-0.30185, 1.27742, 7.10824], [0.30846, 1.37357, 4.97422], [0.06962, 0.75155, 3.75778], [-0.08296, -0.97849, 8.39070], [0.29639, -2.33749, 7.09730], [-0.98885, -2.53487, 8.31399], [-2.07675, -0.46052, 7.55450], [-2.09091, -1.87206, 6.35772], [0.56472, -0.30493, 3.60759], [0.47244, 1.51227, 3.04745], [-1.06059, 0.66680, 3.53835]],
  "forces_ev_per_angstrom": [[0.975, 1.673, -1.796], [0.080, -1.260, -1.908], [0.648, 0.533, 2.701], [-1.421, 0.447, 0.182], [-0.766, -0.683, 1.646], [0.171, -0.744, 0.167], [0.284, -0.158, -0.988], [0.922, -0.121, 0.328], [-0.695, -1.416, -1.264], [0.368, 0.799, 0.962], [0.198, 0.448, -0.022], [-0.603, -0.385, -0.595], [0.237, -0.265, 0.482], [-0.520, 1.236, -0.009], [2.088, 1.240, -0.526], [-2.752, -2.556, 0.410], [2.714, 1.242, 0.633], [-0.917, 0.287, -0.928], [-1.550, -0.163, -0.045], [0.468, -0.407, 0.066], [-0.127, -0.065, 0.331], [1.345, 0.319, -0.303], [-2.767, -0.407, -2.717], [0.255, 0.137, -0.553], [1.435, -0.012, 2.493], [-0.745, -0.110, 0.557], [0.313, -0.143, 0.193], [0.192, 0.306, 0.227], [-1.451, 1.245, 0.019], [1.132, -1.866, -0.825], [-0.208, -0.567, 0.024], [-0.012, 1.220, 1.070], [-0.471, 0.011, -0.134], [0.851, -0.142, 0.441], [0.199, 0.192, -0.544], [0.436, 1.558, 0.260], [0.061, -0.910, 1.214], [-0.394, 0.661, -0.051], [0.445, 0.022, -0.537], [-0.461, -0.822, -1.955], [-0.183, -0.675, 0.152], [0.216, 0.251, 0.909], [-1.128, -2.001, 3.359], [1.493, -1.522, 0.564], [0.383, 0.831, 0.134], [-1.026, -1.790, 1.300], [0.341, 0.439, -0.765], [0.145, 1.184, 0.923], [1.102, -0.458, -1.115], [-0.055, 0.605, -0.475], [1.482, 1.174, -0.391], [0.077, 0.477, -1.152], [0.695, 0.348, -1.414], [-2.656, 1.006, -0.749], [0.389, -0.352, 0.220], [-0.392, -0.366, 0.299], [-0.967, 0.347, -0.660], [-0.723, 1.815, -0.576], [0.328, 0.263, -1.733], [0.855, -0.600, 0.424], [-4.306, 0.502, 2.235], [4.170, 0.902, -1.938], [0.015, -1.386, -0.243], [0.593, 0.531, 0.902], [0.268, -1.096, 1.737], [-0.580, 0.472, -0.140], [-0.289, -0.477, -0.395], [0.627, -0.741, -0.048], [-0.086, -0.133, 0.673], [-0.188, -0.142, -0.923], [0.412, 0.732, -0.017], [-1.072, -0.640, 0.175], [-0.807, 0.096, 1.098], [-0.398, 0.714, -0.138], [0.128, -1.213, -0.064], [-0.197, -2.114, 0.183], [0.596, 2.813, -0.626], [-0.055, 0.072, 0.326], [-0.526, -1.032, -0.350], [1.178, -0.591, -0.837], [0.249, -0.171, 0.466], [-0.137, 0.375, 0.042], [-1.096, 0.527, -0.024], [0.622, -0.328, -0.283], [-0.619, 0.079, -0.266], [0.731, 0.004, 0.414], [0.027, 0.881, 0.149], [-0.709, -0.337, -1.827], [-0.153, 0.238, 1.346], [-0.427, 0.552, 1.032], [0.029, 1.016, 1.053], [-0.334, -2.214, -1.243], [-1.168, -1.097, 0.715], [0.238, -0.723, 0.514], [0.432, 0.781, 0.825], [-0.036, 0.033, 0.149], [-0.063, 0.051, 0.146], [0.000, -1.207, -1.012], [1.301, 0.520, -0.547], [1.197, 0.544, -0.312], [-0.183, 1.766, 0.456], [0.022, 0.061, -1.313], [0.933, -0.072, -1.056], [1.461, 1.089, 1.601], [-1.289, -1.878, 0.046], [1.458, -1.065, 0.914], [-0.425, 0.434, -0.325], [-0.526, 0.394, -0.214], [-0.031, -0.009, -1.341], [0.015, 0.246, -0.337], [-0.502, 0.822, 0.719], [-0.287, -0.150, -0.128], [-1.705, 0.524, 0.266], [0.900, -0.640, -1.308], [-0.122, 0.607, 0.623], [-0.160, -0.401, 0.150], [0.355, 0.158, 0.389], [-0.060, -0.010, -0.621], [-1.342, 0.061, 0.930], [0.797, 0.235, -2.192], [-0.519, -1.968, -1.625], [0.565, 2.300, 3.364], [-0.590, -0.680, 1.806], [-0.576, -1.008, -3.010], [0.750, -0.770, -0.091], [-0.162, 0.717, 0.799], [0.200, 0.067, 0.230], [0.243, -0.588, -0.940], [0.119, 0.581, 0.308], [-0.853, 2.142, 0.445], [-0.162, -1.078, 0.078], [1.781, -0.026, 0.468]],
  "energy_ev": -102527.372,
  "charge": 0,
  "orbital_gap_ev": 10.311,
  "fmax_ev_per_a": 4.9,
  "smiles": "C[N+](=O)[O-].C[N+](=O)[O-].C[N+](=O)[O-].C[N+](=O)[O-].C[N+](=O)[O-].C[N+](=O)[O-].CCOC(=O)OC.CCOC(=O)OC.CCOC(=O)OC.CCOC(=O)OC.CCOC(=O)OC.CCOC(=O)OC"
}